[1]
Computed, not measured: 2 unconnected molecules or ions with the total composition C5H11O2 in a non-equilibrium geometry, with ωB97M-V with the def2-TZVPD basis set.

Atoms and positions in Å:
C: -2.34 1.24 1.85
C: -0.81 1.75 1.82
H: -2.43 0.57 0.99
H: -2.54 0.62 2.75
H: -3.02 2.08 1.81
H: -0.49 2.03 0.82
H: -0.12 0.92 1.93
H: -0.55 2.47 2.58
C: -0.47 -0.70 -0.91
C: -0.19 -1.12 -2.30
C: 1.08 -0.52 -0.31
O: 1.64 0.59 -0.38
O: 1.70 -1.56 0.02
H: -0.89 0.27 -0.65
H: -0.97 -1.51 -0.35
H: 0.43 -2.01 -2.42
H: 0.44 -0.39 -2.83
H: -1.08 -1.52 -2.87

Properties
Frontier orbital gap (spin up / spin down): 2.40 / 7.61 eV
Charge: -2
F_max: 3.683 eV/A
Electronic energy: -347.45925 a.u.
HOMO level (spin up / spin down): 4.20 / -1.16 eV
LUMO energy (spin up / spin down): 6.60 / 6.46 eV
Spin multiplicity: 2
ΔE to the lowest compared entry with this formula, charge and spin: 28.3 kcal/mol
Molecular weight: 103.14 g/mol
<S²>: 0.75

[2]
Computed, not measured: 2 unconnected molecules or ions with the total composition C5H11O2S in a non-equilibrium geometry, with ωB97M-V with the def2-TZVPD basis set.

Atoms and positions in Å:
C: 0.75 -0.21 2.32
C: 1.95 -2.02 0.57
S: 1.62 -1.88 2.31
H: 0.26 -0.12 1.37
H: 0.17 -0.02 3.09
H: 1.57 0.52 2.21
H: 1.46 -2.96 0.27
H: 2.93 -2.03 0.32
H: 1.53 -1.30 -0.03
C: -1.97 1.03 -1.03
C: -3.20 1.37 -1.87
C: -0.48 1.23 -1.60
O: 0.35 1.08 -0.68
O: -0.54 1.61 -2.74
H: -1.93 1.60 -0.06
H: -2.16 -0.12 -0.60
H: -4.05 1.79 -1.36
H: -3.63 0.54 -2.63
H: -2.89 2.17 -2.46

Properties
Frontier orbital gap: 7.12 eV
Charge: -1
F_max: 5.743 eV/A
Electronic energy: -745.77606 a.u.
HOMO level: -3.95 eV
LUMO energy: 3.17 eV
ΔE to the lowest compared entry with this formula, charge and spin: 42.4 kcal/mol
Molecular weight: 135.21 g/mol

[3]
Computed, not measured: a molecular structure, C5H11O3Rh in a non-equilibrium geometry, with ωB97M-V with the def2-TZVPD basis set.

Atoms and positions in Å:
H: 0.52 0.90 2.34
O: 0.03 2.82 0.09
C: 1.31 2.54 0.06
C: 1.76 1.27 -0.18
O: 0.87 0.57 -1.01
C: 0.88 -0.86 -1.04
C: -0.18 -1.38 -0.10
O: -1.39 -0.65 -0.37
C: -2.58 -1.30 0.09
Rh: -1.00 1.30 -0.59
H: 2.01 3.26 0.50
H: 2.81 1.00 -0.32
H: 1.87 -1.25 -0.76
H: 0.64 -1.13 -2.08
H: 0.09 -1.22 0.95
H: -0.35 -2.45 -0.28
H: -3.43 -0.66 -0.17
H: -2.68 -2.26 -0.42
H: -2.52 -1.44 1.18
H: 1.34 0.93 2.13

Properties
Frontier orbital gap (spin up / spin down): 10.59 / 7.98 eV
Charge: +2
F_max: 4.071 eV/A
Electronic energy: -532.46903 a.u.
HOMO level (spin up / spin down): -18.74 / -19.72 eV
LUMO energy (spin up / spin down): -8.15 / -11.74 eV
Spin multiplicity: 5
Molecular weight: 222.05 g/mol
<S²>: 6.01

Please write out number 2 again, unchanged.
Computed, not measured: 2 unconnected molecules or ions with the total composition C5H11O2S in a non-equilibrium geometry, with ωB97M-V with the def2-TZVPD basis set.

Atoms and positions in Å:
C: 0.75 -0.21 2.32
C: 1.95 -2.02 0.57
S: 1.62 -1.88 2.31
H: 0.26 -0.12 1.37
H: 0.17 -0.02 3.09
H: 1.57 0.52 2.21
H: 1.46 -2.96 0.27
H: 2.93 -2.03 0.32
H: 1.53 -1.30 -0.03
C: -1.97 1.03 -1.03
C: -3.20 1.37 -1.87
C: -0.48 1.23 -1.60
O: 0.35 1.08 -0.68
O: -0.54 1.61 -2.74
H: -1.93 1.60 -0.06
H: -2.16 -0.12 -0.60
H: -4.05 1.79 -1.36
H: -3.63 0.54 -2.63
H: -2.89 2.17 -2.46

Properties
Frontier orbital gap: 7.12 eV
Charge: -1
F_max: 5.743 eV/A
Electronic energy: -745.77606 a.u.
HOMO level: -3.95 eV
LUMO energy: 3.17 eV
ΔE to the lowest compared entry with this formula, charge and spin: 42.4 kcal/mol
Molecular weight: 135.21 g/mol